Model one:
A cluster of 2 separate species, C4H11O3 in total, computed with wB97M-V/def2-TZVPD.

Results
Net charge: -1
HOMO energy (eV): -3.527

The geometry in XYZ format:
```
18
C4H11O3 (wB97M-V/def2-TZVPD)
C 1.28493 -0.06458 0.44876
C 0.76410 0.21102 -0.97723
C 0.01607 -1.00102 -1.51866
O -1.34019 -1.17428 -1.25335
C 0.13936 -0.52722 1.42062
O -1.02535 0.17174 1.19409
H 1.96121 -0.93816 0.35403
H 2.00674 0.60792 0.94457
H 1.64402 0.38482 -1.53190
H 0.09593 1.04256 -0.85583
H 0.61092 -1.94669 -1.47794
H 0.15910 -1.02075 -2.62845
H -1.46189 -0.67453 -0.35780
H 0.05987 -1.63600 1.35473
H 0.58501 -0.31349 2.42484
H -2.07046 1.64797 0.46395
H -1.39827 2.62795 1.37731
O -2.03109 2.60275 0.61827
```



Model two:
A cluster of 2 separate species, C4H11O3 in total, computed with wB97M-V/def2-TZVPD.

Results
Net charge: -1
HOMO energy (eV): -3.214

The geometry in XYZ format:
```
18
C4H11O3 (wB97M-V/def2-TZVPD)
C -1.22268 0.24066 -1.27256
O -0.12524 0.52635 -2.06066
C -1.53951 1.36833 -0.27322
C -0.61639 1.52989 0.91830
C 0.80429 2.11062 0.60149
O 0.93839 2.40367 -0.74608
H -0.96597 -0.65034 -0.65170
H -2.09428 0.02164 -1.90128
H -2.58944 1.32157 0.04334
H -1.47236 2.29509 -0.83757
H -0.45182 0.59084 1.42108
H -1.13590 2.24173 1.55117
H 0.88318 3.03226 1.19004
H 1.57807 1.40065 0.93892
H 0.51299 1.60612 -1.41401
H 3.25271 -6.46799 0.92717
H 1.75280 -6.69443 1.06799
O 2.49116 -6.87664 0.49758
```



Which structure loses on stability? model two does.



Model one:
A structure of composition C4H11O3, computed with wB97M-V/def2-TZVPD.

Results
Net charge: -1
HOMO energy (eV): -3.507

The geometry in XYZ format:
```
18
C4H11O3 (wB97M-V/def2-TZVPD)
C -1.05613 0.57883 -1.23620
C -0.54606 1.42964 -0.07401
C -0.61345 0.73194 1.32931
O 0.44111 -0.12872 1.58410
C -0.31469 -0.77754 -1.45910
O 0.71000 -1.00063 -0.54907
H -2.08355 0.25365 -1.01466
H -1.12550 1.17284 -2.15005
H -1.07250 2.36889 0.07239
H 0.51673 1.63115 -0.21899
H -0.61386 1.54077 2.07942
H -1.56011 0.15302 1.36272
H 0.15763 -0.75057 -2.45387
H -1.01089 -1.62304 -1.35644
H 0.39362 -0.82849 0.56076
H 2.61511 -2.39381 1.18791
H 2.27881 -0.88618 0.94270
O 2.88373 -1.47175 1.39307
```



Model two:
A cluster of 2 separate species, C4H11O3 in total, computed with wB97M-V/def2-TZVPD.

Results
Net charge: -1
HOMO energy (eV): -3.317

The geometry in XYZ format:
```
18
C4H11O3 (wB97M-V/def2-TZVPD)
C 0.12130 -1.59305 -0.04592
C 0.00874 -0.53529 1.08356
C 0.83129 0.73623 0.77371
O 0.23662 1.50588 -0.17019
C -0.52870 -1.12333 -1.31621
O -0.32556 -2.14600 -2.33574
H 1.18168 -1.78946 -0.17948
H -0.35047 -2.50079 0.34668
H 0.28429 -1.06238 2.01145
H -1.03813 -0.22445 1.17663
H 0.88679 1.23832 1.76619
H 1.85272 0.44339 0.47988
H -0.07693 -0.19391 -1.63583
H -1.60831 -1.01004 -1.16335
H -0.75744 -1.87981 -3.15041
H -0.33034 2.86099 0.18468
H 0.14655 3.55376 1.42010
O -0.53411 3.71995 0.75426
```



Model three:
A cluster of 2 separate species, C4H11O3 in total, computed with wB97M-V/def2-TZVPD.

Results
Net charge: -1
HOMO energy (eV): -3.487

The geometry in XYZ format:
```
18
C4H11O3 (wB97M-V/def2-TZVPD)
C -0.34239 1.22989 0.91768
O -0.55013 1.63495 -0.43401
C -1.01014 -0.12066 1.39985
C -0.44267 -1.17189 0.25133
C 0.98596 -1.32102 0.64757
O -0.89907 -0.73985 -1.03595
H -0.68266 2.14662 1.40581
H 0.80690 1.16518 1.27349
H -0.68614 -0.19319 2.42614
H -2.15164 -0.15304 1.47231
H -0.92960 -2.08716 0.42427
H 1.37923 -2.23376 0.26330
H 1.29486 -1.37700 1.57283
H 1.59612 -0.49164 0.16287
H -0.91838 0.75751 -1.01941
H 1.57625 1.16340 -1.56342
H 0.80726 0.03565 -1.64260
O 1.79461 0.30108 -1.53931
```



Which structure loses on stability? model three does.



Model one:
A cluster of 2 separate species, C2H3NO3 in total, computed with wB97M-V/def2-TZVPD.

Results
HOMO energy (eV): -9.310

The geometry in XYZ format:
```
9
C2H3NO3 (wB97M-V/def2-TZVPD)
O 3.76166 1.45105 0.68058
C 2.87228 1.72414 1.36525
O 2.05143 2.00554 2.11254
C -0.48209 -0.46763 1.50537
N 0.79500 -0.29926 0.90883
O 1.11153 0.68540 0.28844
H -0.21927 -0.32192 2.68643
H -1.27109 0.27974 1.22130
H -0.70294 -1.43740 1.32934
```



Model two:
A cluster of 2 separate species, C2H3NO3 in total, computed with wB97M-V/def2-TZVPD.

Results
HOMO energy (eV): -10.249

The geometry in XYZ format:
```
9
C2H3NO3 (wB97M-V/def2-TZVPD)
H -1.76969 1.50045 0.60798
N -1.28708 0.94304 -0.06192
C -1.30512 -0.32486 0.18605
O -0.62835 -1.10172 -0.66976
H -1.85303 -0.72764 1.09394
H -0.07046 -0.63794 -1.34616
O 3.16421 -0.11149 -0.65265
C 2.32572 0.08407 0.09285
O 1.42379 0.37609 0.74966
```



Model three:
An isolated molecule of C2H3NO3, computed with wB97M-V/def2-TZVPD.

Results
HOMO energy (eV): -10.299

The geometry in XYZ format:
```
9
C2H3NO3 (wB97M-V/def2-TZVPD)
O 1.08778 1.39172 0.08315
C 1.06325 0.15519 -0.13449
O 2.03297 -0.74073 0.09883
C -0.25268 -0.56603 -0.32276
N -1.25150 0.26352 -0.12328
O -2.43486 -0.23691 0.13289
H 1.54527 -1.60373 0.52749
H -0.11396 -1.72967 0.14545
H -3.02141 0.64118 0.41449
```



Model four:
A cluster of 2 separate species, C2H3NO3 in total, computed with wB97M-V/def2-TZVPD.

Results
HOMO energy (eV): -10.517

The geometry in XYZ format:
```
9
C2H3NO3 (wB97M-V/def2-TZVPD)
N -1.06877 -0.48270 0.12047
C -1.82547 0.41994 0.28355
O -2.57920 1.28296 0.40213
H -1.04093 -1.42360 0.52947
O 0.86404 1.11413 -0.80348
C 1.12551 0.24896 0.00429
O 1.72556 -0.85447 -0.35434
H 0.79559 0.36795 1.07034
H 2.00368 -0.67316 -1.25244
```



Which structure loses on stability? model three does.